(1)
A structure of composition C2HAlFO2 at a distorted geometry. Source: OMol25; level of theory: wB97M-V/def2-TZVPD.

Cartesian coordinates (Å):
C (-0.061, 0.153, -0.132)
F (0.707, -0.873, -0.432)
O (1.348, 2.246, -0.012)
Al (-2.352, 0.992, 1.045)
O (-1.196, 0.016, 0.334)
H (-1.902, 2.502, 1.093)
C (0.605, 1.383, -0.160)

Its expectation value of S² is 0.755. Its total energy is -15475.471 eV. Its max |F| is 0.089 Eh/bohr. The LUMO energy (alpha / beta) is -13.52 / -13.53 eV. The HOMO-LUMO gap (alpha / beta) is 0.2336 / 0.3911 Eh. As for the spin multiplicity: 2. The total charge is +2.

=====

(2)
A structure of composition C2HAuFO2 at a distorted geometry. Source: OMol25; level of theory: wB97M-V/def2-TZVPD.

Cartesian coordinates (Å):
O (-1.312, 1.610, 0.357)
C (0.652, -0.604, -1.261)
Au (-0.921, 0.466, 1.623)
H (1.832, 0.804, -0.137)
F (0.583, -0.408, 1.062)
C (1.067, 0.036, -0.171)
O (0.281, -1.051, -2.259)

Its expectation value of S² is 3.775. Its total energy is -12562.414 eV. Its max |F| is 0.199 Eh/bohr. The LUMO energy (alpha / beta) is -12.91 / -15.07 eV. The HOMO-LUMO gap (alpha / beta) is 0.3139 / 0.2240 Eh. As for the spin multiplicity: 4. The total charge is +2.

=====

(3)
A cluster of 2 separate species, C2HBF6O2 in total at a distorted geometry. Source: OMol25; level of theory: wB97M-V/def2-TZVPD.

Cartesian coordinates (Å):
B (0.719, 0.018, 0.649)
F (0.278, -1.753, -1.951)
F (-1.485, 3.287, 0.913)
O (1.516, 0.940, 1.118)
F (-2.586, 1.338, 0.710)
O (1.126, -1.115, -0.021)
F (1.450, -3.108, -0.941)
C (0.565, -2.152, -0.671)
F (-1.887, 2.381, -1.148)
F (-0.501, -2.697, -0.093)
H (2.462, 0.738, 1.227)
C (-1.656, 2.124, 0.207)

Its total energy is -23165.097 eV. Its max |F| is 0.054 Eh/bohr. The LUMO energy (alpha / beta) is -0.81 / -0.70 eV. The HOMO-LUMO gap (alpha / beta) is 0.3415 / 0.2941 Eh. As for the spin multiplicity: 1. The total charge is 0.

=====

(4)
A structure of composition C2HBaO2 at a distorted geometry. Source: OMol25; level of theory: wB97M-V/def2-TZVPD.

Cartesian coordinates (Å):
Ba (0.008, -0.294, 0.358)
C (-0.326, -0.635, 3.280)
H (-0.086, 1.411, -3.041)
O (0.713, 0.001, -1.942)
O (-0.444, -0.781, 4.382)
C (0.135, 0.299, -3.036)

Its total energy is -6869.236 eV. Its max |F| is 0.040 Eh/bohr. The LUMO energy (alpha / beta) is -5.10 / -5.10 eV. The HOMO-LUMO gap (alpha / beta) is 0.1704 / 0.1704 Eh. As for the spin multiplicity: 1. The total charge is +1.

=====

(5)
A structure of composition C2HBr2NO at a distorted geometry. Source: OMol25; level of theory: wB97M-V/def2-TZVPD.

Cartesian coordinates (Å):
O (-0.847, 2.140, 0.084)
Br (-2.759, -1.560, 0.156)
C (-3.685, -0.137, 0.954)
N (0.730, 0.454, 0.425)
H (1.068, -0.284, 0.945)
Br (-3.656, 1.378, -0.077)
C (-0.156, 1.259, 0.276)

Its total energy is -145709.258 eV. Its max |F| is 0.094 Eh/bohr. The LUMO energy is -1.20 eV. The HOMO-LUMO gap is 0.2959 Eh. As for the spin multiplicity: 1. The total charge is 0.

=====

(6)
A structure of composition C2HBr3ClF at a distorted geometry. Source: OMol25; level of theory: wB97M-V/def2-TZVPD.

Cartesian coordinates (Å):
Cl (-1.738, 1.074, 0.705)
Br (1.544, 1.654, 0.270)
C (0.639, 0.184, -0.502)
F (-0.156, -0.746, 1.696)
H (-1.193, -1.077, 0.080)
C (-0.727, -0.319, 0.539)
Br (-0.117, 0.617, -2.148)
Br (1.748, -1.387, -0.639)

Its expectation value of S² is 2.010. Its total energy is -227451.223 eV. Its max |F| is 0.117 Eh/bohr. The LUMO energy (alpha / beta) is 0.58 / -5.00 eV. The HOMO-LUMO gap (alpha / beta) is 0.2224 / 0.1969 Eh. As for the spin multiplicity: 3. The total charge is 0.

=====

(7)
A structure of composition C2HBr3O2 at a distorted geometry. Source: OMol25; level of theory: wB97M-V/def2-TZVPD.

Cartesian coordinates (Å):
Br (2.045, -1.330, -1.086)
H (-0.203, 1.077, 1.662)
Br (0.655, 1.830, -1.147)
O (-0.999, 0.762, 1.064)
Br (-1.877, -0.025, -1.367)
C (-0.566, 0.606, -0.194)
C (0.611, -1.086, 0.124)
O (0.334, -1.833, 0.945)

Its expectation value of S² is 2.009. Its total energy is -216307.346 eV. Its max |F| is 0.059 Eh/bohr. The LUMO energy (alpha / beta) is 0.24 / -2.87 eV. The HOMO-LUMO gap (alpha / beta) is 0.2369 / 0.2755 Eh. As for the spin multiplicity: 3. The total charge is 0.

=====

(8)
A cluster of 2 separate species, C2HBrCl2F2 in total at a distorted geometry. Source: OMol25; level of theory: wB97M-V/def2-TZVPD.

Cartesian coordinates (Å):
Br (2.204, -0.228, -0.808)
C (0.636, -0.053, 0.242)
H (0.268, -2.594, 0.851)
Cl (0.816, 0.325, 1.933)
F (-0.833, -0.039, -1.660)
Cl (-2.088, 0.194, 0.502)
F (-0.446, 1.880, -0.611)
C (-0.558, 0.514, -0.449)

Its total energy is -102608.051 eV. Its max |F| is 0.041 Eh/bohr. The LUMO energy (alpha / beta) is -0.43 / -1.62 eV. The HOMO-LUMO gap (alpha / beta) is 0.3341 / 0.3451 Eh. As for the spin multiplicity: 1. The total charge is 0.

=====

(9)
The molecule C2HBrCl2O at a distorted geometry. Source: OMol25; level of theory: wB97M-V/def2-TZVPD.

Cartesian coordinates (Å):
Cl (-0.202, 2.108, -0.427)
Br (1.988, -0.546, -0.866)
Cl (-0.152, -2.121, 0.520)
O (-0.739, 0.747, 1.651)
C (0.144, -0.548, -0.326)
H (-0.702, -0.355, -1.114)
C (-0.338, 0.713, 0.562)

Its total energy is -99224.300 eV. Its max |F| is 0.056 Eh/bohr. The LUMO energy is -0.02 eV. The HOMO-LUMO gap is 0.3952 Eh. As for the spin multiplicity: 1. As for the SMILES: O=C(Cl)[C@H](Cl)Br. The total charge is 0.

=====

(10)
A cluster of 2 separate species, C2HBrCl2OS in total at a distorted geometry. Source: OMol25; level of theory: wB97M-V/def2-TZVPD.

Cartesian coordinates (Å):
Cl (-1.965, 1.474, 1.212)
C (0.320, 0.561, -0.549)
Br (-1.818, -1.457, 0.549)
S (1.802, -0.287, -0.705)
C (-0.840, 0.189, 1.216)
O (0.498, -0.367, -1.635)
H (0.290, 1.482, -0.953)
Cl (1.714, -1.595, 0.865)

Its total energy is -110053.182 eV. Its max |F| is 0.075 Eh/bohr. The LUMO energy (alpha / beta) is -1.63 / -1.64 eV. The HOMO-LUMO gap (alpha / beta) is 0.2308 / 0.2308 Eh. As for the spin multiplicity: 1. The total charge is 0.

=====

(11)
A structure of composition C2HBrClFIN at a distorted geometry. Source: OMol25; level of theory: wB97M-V/def2-TZVPD.

Cartesian coordinates (Å):
N (-1.298, -1.003, 0.491)
Br (2.112, 1.096, -0.485)
I (-0.781, 2.302, 0.580)
F (-0.154, 0.840, -1.924)
C (-0.065, -0.786, 0.350)
Cl (1.369, -1.445, 0.940)
C (0.285, 0.891, -0.683)
H (-1.468, -1.895, 0.732)

Its total energy is -96960.486 eV. Its max |F| is 0.095 Eh/bohr. The LUMO energy is -0.10 eV. The HOMO-LUMO gap is 0.3444 Eh. As for the spin multiplicity: 1. The total charge is 0.

=====

(12)
The molecule C2HBrF2S at a distorted geometry. Source: OMol25; level of theory: wB97M-V/def2-TZVPD.

Cartesian coordinates (Å):
F (1.701, -0.114, -2.414)
C (0.961, 0.455, -1.410)
F (1.152, -1.459, 0.159)
S (1.822, 1.158, -0.059)
C (0.652, -0.271, -0.152)
Br (-0.416, 1.652, -2.327)
H (-0.386, -0.285, 0.364)

Its total energy is -88401.275 eV. Its max |F| is 0.050 Eh/bohr. The LUMO energy is -0.01 eV. The HOMO-LUMO gap is 0.3732 Eh. As for the spin multiplicity: 1. As for the SMILES: F[C@H]1S[C@]1(F)Br. The total charge is 0.

=====

(13)
The molecule C2HBrF3NO at a distorted geometry. Source: OMol25; level of theory: wB97M-V/def2-TZVPD.

Cartesian coordinates (Å):
F (-0.371, 1.211, -1.232)
F (1.441, 0.604, -0.413)
N (-0.459, -1.584, 0.349)
H (0.837, -1.300, -1.019)
O (0.485, -2.043, -0.449)
C (-0.624, -0.345, 0.447)
F (-1.574, 0.123, 1.282)
Br (0.080, 2.469, 1.118)
C (0.184, 0.865, -0.083)

Its total energy is -83819.955 eV. Its max |F| is 0.052 Eh/bohr. The LUMO energy is -0.06 eV. The HOMO-LUMO gap is 0.3944 Eh. As for the spin multiplicity: 1. As for the SMILES: O/N=C(/F)C(F)(F)Br. The total charge is 0.

=====

(14)
The molecule C2HBrF3NO at a distorted geometry. Source: OMol25; level of theory: wB97M-V/def2-TZVPD.

Cartesian coordinates (Å):
C (0.395, -0.565, 0.304)
C (0.090, 0.481, -0.701)
F (-0.513, 1.616, -0.229)
O (-1.821, -0.372, 0.790)
F (-0.734, -0.025, -1.578)
Br (1.168, 0.320, 1.873)
F (1.169, 0.904, -1.341)
N (-0.887, -1.085, 0.874)
H (1.134, -1.274, 0.009)

Its total energy is -83820.078 eV. Its max |F| is 0.055 Eh/bohr. The LUMO energy is -1.07 eV. The HOMO-LUMO gap is 0.3264 Eh. As for the spin multiplicity: 1. As for the SMILES: O=N[C@H](Br)C(F)(F)F. The total charge is 0.

=====

(15)
A cluster of 2 separate species, C2HBrO2 in total at a distorted geometry. Source: OMol25; level of theory: wB97M-V/def2-TZVPD.

Cartesian coordinates (Å):
C (-1.636, 0.964, 0.585)
C (1.870, -0.552, -0.088)
O (1.537, -1.023, -1.078)
Br (-3.099, 0.185, -0.121)
O (2.198, -0.162, 0.926)
H (-0.870, 0.589, -0.223)

Its total energy is -76224.375 eV. Its max |F| is 0.052 Eh/bohr. The LUMO energy is -1.16 eV. The HOMO-LUMO gap is 0.3020 Eh. As for the spin multiplicity: 1. The total charge is 0.

=====

(16)
The molecule C2HBrO2 at a distorted geometry. Source: OMol25; level of theory: wB97M-V/def2-TZVPD.

Cartesian coordinates (Å):
O (0.178, -1.428, -0.290)
C (0.637, -0.679, -1.066)
H (0.165, -0.596, -2.173)
Br (4.133, 0.018, 0.088)
C (1.848, 0.324, -0.565)
O (1.472, 1.410, -0.303)

Its total energy is -76225.126 eV. Its max |F| is 0.051 Eh/bohr. The LUMO energy is -1.68 eV. The HOMO-LUMO gap is 0.3148 Eh. As for the spin multiplicity: 1. As for the SMILES: O=CC(=O)Br. The total charge is 0.

=====

(17)
The molecule C2HCl2FS at a distorted geometry. Source: OMol25; level of theory: wB97M-V/def2-TZVPD.

Cartesian coordinates (Å):
S (0.046, -1.754, -1.354)
Cl (-2.028, 0.014, 0.324)
F (0.180, 0.581, 1.528)
Cl (-0.007, 2.058, -0.480)
H (1.540, -0.708, 0.056)
C (0.573, -0.679, -0.351)
C (-0.304, 0.488, 0.276)

Its total energy is -40686.614 eV. Its max |F| is 0.049 Eh/bohr. The LUMO energy is -0.94 eV. The HOMO-LUMO gap is 0.3150 Eh. As for the spin multiplicity: 1. As for the SMILES: FC(Cl)(Cl)C=S. The total charge is 0.

=====

(18)
A cluster of 2 separate species, C2HCl2IO in total at a distorted geometry. Source: OMol25; level of theory: wB97M-V/def2-TZVPD.

Cartesian coordinates (Å):
C (0.017, -0.629, 0.213)
Cl (0.108, -0.911, 1.844)
H (1.077, 1.016, 0.514)
C (0.735, 0.481, -0.371)
O (0.826, 0.596, -1.561)
Cl (-0.565, -1.930, -0.783)
I (-2.198, 1.377, 0.145)

Its total energy is -37280.661 eV. Its max |F| is 0.073 Eh/bohr. The LUMO energy is -3.16 eV. The HOMO-LUMO gap is 0.2301 Eh. As for the spin multiplicity: 1. The total charge is 0.

=====

(19)
The molecule C2HCl2NO2 at a distorted geometry. Source: OMol25; level of theory: wB97M-V/def2-TZVPD.

Cartesian coordinates (Å):
C (-1.855, -0.346, 0.405)
H (-0.157, 0.317, -0.860)
Cl (-2.982, 1.213, -0.197)
N (-3.447, -1.595, 1.955)
C (-2.631, -1.081, 1.368)
Cl (-1.684, -1.189, -1.170)
O (-0.061, 0.887, -0.046)
O (-0.758, 0.138, 0.904)

Its total energy is -32715.682 eV. Its max |F| is 0.072 Eh/bohr. The LUMO energy is -0.85 eV. The HOMO-LUMO gap is 0.3865 Eh. As for the spin multiplicity: 1. As for the SMILES: N#CC(Cl)(Cl)OO. The total charge is 0.

=====

(20)
A cluster of 2 separate species, C2HCl2NOS2 in total at a distorted geometry. Source: OMol25; level of theory: wB97M-V/def2-TZVPD.

Cartesian coordinates (Å):
S (1.533, -2.443, 2.648)
S (1.760, -2.551, 0.766)
Cl (-0.777, -4.180, 0.946)
Cl (0.373, -3.381, -1.610)
N (-0.165, -0.080, -0.198)
C (-1.167, -0.713, -0.236)
H (-0.001, 0.816, 0.031)
O (-1.937, -1.558, -0.344)
C (0.440, -3.330, 0.096)

Its total energy is -52341.701 eV. Its max |F| is 0.071 Eh/bohr. The LUMO energy (alpha / beta) is -1.14 / -1.14 eV. The HOMO-LUMO gap (alpha / beta) is 0.2690 / 0.2691 Eh. As for the spin multiplicity: 1. The total charge is 0.